No. 1
C4H7AlBrNO5P | ωB97M-V/def2-TZVPD

Results
LUMO energy	2.806	eV

```
! wB97M-V def2-TZVPD RIJCOSX def2/J DEFGRID3
* xyz -1 1
O -0.3941 -1.8132 3.8023
C -0.5489 -0.8547 3.1278
N -0.5489 0.1256 2.4245
Al -0.8074 -0.3826 0.5889
C -1.9665 1.0079 -0.3716
C -2.8647 0.3925 -1.4316
O -3.9537 0.7559 -1.7124
Br -2.1609 -1.1883 -2.4350
C 0.9246 -0.8436 -0.3765
P 2.3120 0.2663 -0.0991
O 3.2520 -0.2427 0.9268
O 3.1472 0.3843 -1.5330
O 1.8134 1.7785 0.2216
H -1.6755 -1.7386 0.6361
H -1.3948 1.8038 -0.8622
H -2.6363 1.4145 0.3948
H 1.2448 -1.8187 0.0099
H 0.7716 -0.9934 -1.4533
H 2.8926 -0.3979 -2.0316
H 2.5935 2.3446 0.1735
*
```

No. 2
C24H74N6O10 | ωB97M-V/def2-TZVPD

Results
energy above the lowest of the compared OMol25 structures with the same formula, charge and spin	74.4	kcal per mole
LUMO energy	0.192	eV

```
! wB97M-V def2-TZVPD RIJCOSX def2/J DEFGRID3
* xyz 0 1
C -11.3653 21.5740 -11.2768
O -10.2047 20.7916 -11.2856
C -9.7173 20.4218 -10.0057
C -8.4497 19.6142 -10.1729
C -7.8718 19.0572 -8.8520
N -7.3459 20.3266 -10.8515
H -12.1967 20.9625 -10.9030
H -11.5863 21.9349 -12.2774
H -11.3042 22.4150 -10.5775
H -9.5477 21.3002 -9.3710
H -10.5462 19.8655 -9.5499
H -8.6062 18.7763 -10.8570
H -6.8733 18.6584 -9.0124
H -8.5005 18.2463 -8.4789
H -7.8621 19.8356 -8.0861
H -7.7724 20.9056 -11.5704
H -6.9274 20.9703 -10.1853
C -6.7998 16.4467 -5.0378
O -6.4671 15.6166 -6.1369
C -7.5849 15.4096 -6.9890
C -7.5104 14.1118 -7.7446
C -8.6632 13.8360 -8.6786
N -7.5757 13.0069 -6.7417
H -5.7891 16.6300 -4.6600
H -7.3972 15.8590 -4.3391
H -7.2126 17.4008 -5.3740
H -8.5079 15.3603 -6.4018
H -7.7026 16.2111 -7.7283
H -6.5500 14.0073 -8.2618
H -9.6134 14.3191 -8.4169
H -8.9710 12.8057 -8.8340
H -8.4877 14.4592 -9.5617
H -7.5029 12.1048 -7.2056
H -6.9653 13.1394 -5.9482
C -1.0726 16.8157 -0.5087
O -1.5946 15.7440 -1.2831
C -2.8132 15.2046 -0.8574
C -3.0417 13.9635 -1.7521
C -3.4282 14.3370 -3.1853
N -3.8277 12.8923 -1.1076
H -1.7677 17.6592 -0.5289
H -0.1579 17.1663 -0.9831
H -0.8697 16.3697 0.4676
H -2.7355 14.8063 0.1603
H -3.5928 15.9565 -1.0293
H -2.0476 13.5124 -1.6689
H -3.6158 13.4856 -3.8431
H -2.6581 14.8955 -3.7176
H -4.3483 14.9250 -3.2484
H -4.7497 13.2872 -0.9363
H -3.3800 12.7205 -0.2164
C -0.2133 16.8006 -6.2306
O -1.1857 16.1959 -7.0716
C -2.2097 17.1207 -7.4002
C -3.3563 16.3421 -8.0624
C -4.4937 17.1505 -8.6459
N -3.7584 15.2165 -7.1722
H -0.5798 17.2730 -5.3146
H 0.2777 17.5992 -6.7970
H 0.5095 16.0389 -5.9472
H -2.6280 17.6645 -6.5466
H -1.7542 17.7984 -8.1306
H -2.9198 15.7990 -8.9079
H -4.1026 17.6930 -9.5106
H -4.8738 17.9639 -8.0175
H -5.3673 16.5670 -8.9345
H -4.7590 15.2121 -6.9952
H -3.3031 15.4315 -6.2914
C -6.6121 9.8679 -12.4769
O -8.0227 9.7412 -12.3596
C -8.5095 9.5321 -11.0688
C -10.0532 9.6726 -10.9932
C -10.8046 8.6459 -11.8132
N -10.5617 11.0170 -11.3268
H -6.4323 10.0437 -13.5346
H -6.0578 8.9967 -12.1219
H -6.3407 10.7609 -11.9064
H -8.2452 8.4828 -10.8494
H -7.9284 10.0356 -10.2843
H -10.3277 9.6268 -9.9328
H -10.4565 7.6358 -11.5983
H -10.5670 8.8606 -12.8629
H -11.8897 8.7210 -11.8504
H -10.0464 11.6219 -10.6896
H -10.0868 11.1620 -12.2212
C -7.0245 20.4825 -5.1983
O -7.4170 20.9522 -3.9303
C -7.9556 19.9311 -3.1169
C -6.7954 19.1547 -2.4232
C -7.2388 17.8554 -1.7861
N -6.2004 20.0580 -1.4338
H -6.7189 21.1913 -5.9712
H -7.8457 19.9347 -5.6718
H -6.1365 19.8432 -5.1349
H -8.5012 20.4528 -2.3283
H -8.7093 19.2745 -3.5666
H -6.0940 18.7988 -3.1794
H -7.5574 17.1137 -2.5152
H -7.9790 17.8960 -0.9845
H -6.3182 17.5025 -1.3114
H -6.0063 20.9789 -1.8026
H -6.8118 20.1953 -0.6393
O -12.6971 14.5989 -9.5029
H -11.7429 14.7088 -9.4372
H -12.9895 15.3404 -10.0375
O -6.9660 10.3617 -7.3363
H -6.0310 10.5835 -7.2544
H -6.9734 9.4679 -7.6956
O -10.3586 15.7885 -10.6484
H -11.0760 16.3065 -11.0269
H -9.6835 15.7751 -11.3346
O -10.1783 12.4721 -5.5348
H -9.6838 12.0917 -4.8051
H -9.4916 12.7792 -6.1558
*
```

No. 3
C4H7N3 | ωB97M-V/def2-TZVPD

Results
energy above the lowest of the compared OMol25 structures with the same formula, charge and spin	58.9	kcal per mole
LUMO energy	0.437	eV

```
! wB97M-V def2-TZVPD RIJCOSX def2/J DEFGRID3
* xyz 0 1
N 0.4963 0.6217 2.2754
C 0.3105 0.0697 1.0460
C -0.6718 0.4705 0.0126
C -0.1726 -0.3274 -1.1878
N -0.9178 -0.1971 -2.3916
C 0.7372 -1.2821 -0.8679
N 0.9799 -0.9400 0.5562
H 1.4143 0.5480 2.6916
H 0.0268 1.4936 2.4640
H -0.8908 1.5409 -0.0571
H -0.8030 -1.0464 -2.9343
H -0.5527 0.5655 -2.9576
H -1.6063 -0.0553 0.2445
H 1.6500 -1.4616 1.1059
*
```

No. 4
C24H45AlBr6F2N3O16P | ωB97M-V/def2-TZVPD

Results
energy above the lowest of the compared OMol25 structures with the same formula, charge and spin	42.5	kcal per mole
LUMO energy	-6.839	eV

```
! wB97M-V def2-TZVPD RIJCOSX def2/J DEFGRID3
* xyz 0 1
C -4.1128 3.9069 3.6796
C -2.9595 4.8977 3.7799
C -2.5621 5.3590 2.3810
C -1.2355 6.0837 2.2159
C -0.0123 5.1996 2.0351
C -0.0629 3.8815 2.7815
C 1.0588 2.9384 2.3652
O 1.2300 2.8325 0.9558
C 0.1741 2.2731 0.3357
O -0.7658 1.7635 0.8922
C 0.2663 2.3255 -1.1699
O 0.0225 1.0185 -1.6629
N -1.1741 1.0508 -2.4784
O -1.7987 0.0952 -2.3383
P 0.8982 1.3442 3.2566
O 1.3157 0.1443 2.4843
H -4.5641 3.7243 4.6453
H -4.8241 4.2336 2.9328
H -3.6910 2.9664 3.3484
H -3.3052 5.7410 4.4240
H -2.1643 4.3611 4.3288
H -3.3343 6.0575 2.0772
H -2.5666 4.5176 1.6041
H -1.0901 6.8172 3.0278
H -1.3304 6.6657 1.3051
H 0.1939 5.0588 0.9847
H 0.8601 5.7195 2.4365
H 0.0725 4.0808 3.8442
H -0.9898 3.3354 2.6624
H 1.9812 3.3753 2.7390
H 1.2318 2.6768 -1.5142
H -0.4964 3.0185 -1.5133
H -0.4594 1.2642 3.5924
H 1.5686 1.5203 4.4745
Al -1.3313 6.3255 4.9640
C 3.7491 -3.7237 0.1427
C 4.1934 -2.5988 -0.7502
O 5.0197 -2.7720 -1.6665
N 3.6921 -1.3839 -0.5823
C 2.6933 -0.9573 0.3953
H 4.2644 -4.6319 -0.1546
H 3.9972 -3.4988 1.1787
H 2.6753 -3.8771 0.0441
H 4.0576 -0.6948 -1.2259
H 1.8246 -0.5520 -0.1201
H 3.1265 -0.1761 1.0164
H 2.3800 -1.7771 1.0263
N -2.1631 2.4078 6.2049
O -3.0053 3.1421 6.7337
O -1.6695 2.7449 5.0995
O -1.7978 1.3644 6.7397
F -2.5365 4.3438 0.0539
C 3.2729 0.1797 -5.9082
C 1.9540 0.4142 -6.6064
O 1.8969 0.9644 -7.6790
C 0.7114 -0.0730 -5.9007
H 4.0846 0.5731 -6.5144
H 3.2734 0.6860 -4.9416
H 3.4325 -0.8888 -5.7557
H 0.6080 0.4231 -4.9333
H 0.7643 -1.1520 -5.7518
H -0.1597 0.1560 -6.5089
C 2.8931 -2.6014 7.5224
C 3.2144 -1.6170 6.4256
C 4.6833 -1.3342 6.2136
O 4.6529 -0.0105 5.6566
C 3.5410 0.5968 6.1358
O 3.3029 1.7556 6.0266
O 2.7347 -0.2952 6.7488
H 3.0411 -3.6224 7.1727
H 3.5275 -2.4390 8.3946
H 1.8599 -2.4859 7.8454
H 2.7332 -1.9189 5.4913
H 5.1682 -2.0286 5.5324
H 5.2418 -1.2979 7.1513
C -1.7501 -3.6792 -6.9258
Br -0.6057 -2.7034 -8.1252
Br -0.9450 -5.3306 -6.3473
Br -2.3099 -2.6045 -5.4325
H -2.6379 -3.9371 -7.4827
C -5.5359 -10.9094 -5.4322
O -5.0455 -10.0238 -6.4406
C -3.8203 -9.5583 -6.2093
O -3.1346 -9.8199 -5.2580
O -3.4866 -8.7521 -7.2138
C -2.1839 -8.1748 -7.0924
H -6.5317 -11.2092 -5.7437
H -4.9021 -11.7901 -5.3529
H -5.5958 -10.4024 -4.4715
H -1.4204 -8.9521 -7.0801
H -2.1161 -7.5621 -6.1973
H -2.0330 -7.5474 -7.9637
F 6.5692 -3.8666 -2.2504
C -3.1292 7.7305 -1.8731
Br -2.9855 9.6358 -2.1243
Br -1.4526 6.9579 -1.3426
Br -4.5346 7.2807 -0.6423
H -3.3892 7.3006 -2.8281
*
```

Max |F| in eV Å⁻¹, matching the order above: 2.00; 2.92; 0.62; 2.67
Orbital gap in eV, matching the order above: 8.7; 8.9; 7.6; 1.2